This record from OMol25 describes a cluster of 4 separate species, C20H47BFNO10P in total in a non-equilibrium geometry. The level of theory is ωB97M-V/def2-TZVPD.

Summary:
**Gap between HOMO and LUMO**: 6.6 eV
**Calculated total energy**: -56143.3589 eV
**2S+1**: 1
**Total charge**: -1
**HOMO**: -4.088 eV
**Strongest force on any atom**: 9.35 eV/A

Last column: Löwdin charge in e.
Positions of all 81 atoms, in Å:
C -2.094 3.153 0.327  -0.109
C -0.494 3.351 0.739  -0.265
N 0.424 2.293 0.204  -0.063
B 0.288 0.935 0.846  -0.986
C -0.096 0.897 2.427  -0.151
O -1.511 1.076 2.775  -0.139
C -1.742 0.968 4.230  -0.269
C -3.155 0.337 4.851  -0.034
O -0.860 1.401 5.168  -0.071
C 1.833 0.274 0.742  -0.099
C 2.780 0.592 2.030  -0.167
O 3.202 -0.482 2.753  -0.074
F 3.244 1.916 2.503  -0.032
P -0.736 -0.172 -0.327  0.960
C -2.552 -0.388 0.153  -0.331
O -0.782 0.748 -1.847  -0.400
H -2.755 2.735 1.197  0.060
H -2.251 2.547 -0.661  0.056
H -2.510 4.250 0.105  0.075
H -0.351 3.605 1.895  0.115
H -0.181 4.365 0.189  0.110
H 1.407 2.674 0.346  0.104
H 0.236 -0.144 2.902  0.147
H 0.465 1.817 2.942  0.138
H -3.136 0.274 6.037  0.092
H -3.317 -0.737 4.399  0.085
H -4.010 1.099 4.585  0.085
H 1.711 -0.880 0.549  0.097
H 2.341 0.720 -0.234  0.130
H -3.103 -0.935 -0.744  0.033
H -2.621 -1.070 1.127  0.055
H -3.160 0.583 0.386  0.023
H -1.186 0.067 -2.488  0.040
C 8.671 -2.111 4.313  -0.118
O 7.542 -2.897 4.681  -0.197
C 7.074 -2.589 5.999  -0.200
C 5.823 -1.708 5.954  -0.195
O 6.125 -0.405 5.444  -0.200
C 5.728 -0.252 4.086  -0.112
H 8.842 -2.238 3.242  0.087
H 8.512 -1.049 4.518  0.084
H 9.555 -2.463 4.852  0.081
H 7.866 -2.119 6.595  0.120
H 6.818 -3.541 6.474  0.117
H 5.452 -1.573 6.975  0.119
H 5.028 -2.184 5.367  0.129
H 4.640 -0.167 4.026  0.050
H 6.070 -1.086 3.467  0.085
H 6.172 0.671 3.701  0.091
C -4.383 3.328 -6.330  -0.120
O -3.982 2.135 -5.664  -0.200
C -2.705 2.270 -5.030  -0.185
C -2.853 2.473 -3.520  -0.204
O -3.457 3.736 -3.223  -0.199
C -4.833 3.609 -2.882  -0.115
H -5.435 3.231 -6.604  0.084
H -4.267 4.208 -5.692  0.082
H -3.794 3.455 -7.243  0.082
H -2.129 3.086 -5.483  0.124
H -2.161 1.337 -5.208  0.121
H -1.856 2.483 -3.068  0.106
H -3.420 1.651 -3.066  0.125
H -4.928 3.180 -1.881  0.084
H -5.375 2.990 -3.604  0.080
H -5.280 4.607 -2.878  0.085
C -3.359 -3.354 -3.002  -0.116
O -2.141 -2.626 -2.897  -0.222
C -1.086 -3.413 -2.333  -0.204
C -0.120 -3.906 -3.413  -0.189
O -0.753 -4.853 -4.280  -0.202
C -1.133 -4.274 -5.524  -0.118
H -4.049 -2.779 -3.624  0.087
H -3.209 -4.334 -3.461  0.081
H -3.802 -3.476 -2.010  0.084
H -1.491 -4.252 -1.753  0.126
H -0.539 -2.763 -1.642  0.071
H 0.712 -4.426 -2.929  0.122
H 0.293 -3.067 -3.984  0.125
H -0.245 -4.105 -6.140  0.083
H -1.672 -3.333 -5.386  0.082
H -1.789 -4.978 -6.044  0.085

Cartesian forces, eV/Å:
C -0.1166 1.2065 0.1502
C -0.2965 1.7839 -0.9849
N 0.3923 2.6342 1.2650
B 0.8011 0.7910 0.4883
C 1.4562 -0.0052 1.9032
O -1.1501 -1.0519 4.5215
C 3.7466 2.1161 3.7576
C 0.3421 0.5148 -0.6830
O -5.0437 -2.6630 -6.1461
C 1.5395 0.2969 -0.5237
C 2.1769 -6.6140 3.2203
O -2.9872 7.6224 -4.5067
F -1.5070 -3.2887 -1.6515
P -1.0341 -1.2582 -1.7961
C -1.7472 -0.0540 0.3135
O -1.2907 -2.3037 0.1691
H 1.4031 0.5291 -1.6648
H 0.5780 0.9922 1.9951
H 0.8081 -2.3055 0.4756
H -0.6208 -0.7650 -2.1271
H -0.6351 -2.0282 1.1681
H -1.6951 -0.6060 -0.2327
H -0.4806 2.2701 -0.6929
H -0.8133 -2.2533 -0.8111
H 0.5156 0.2293 -2.7498
H 0.0859 2.3043 0.7615
H 1.5253 -1.7719 0.2176
H 0.9400 2.1561 1.0531
H -0.9420 -0.7358 2.0381
H 1.1366 0.9375 1.8772
H 0.2734 1.3434 -2.1393
H 1.1289 -1.6485 -0.3941
H 0.9643 1.4080 1.3422
C -0.2151 -0.1715 -0.0436
O 0.2365 0.3892 0.2939
C -0.4417 -0.1223 -0.4473
C 0.5168 0.5501 0.0026
O 0.2606 -0.6809 0.2719
C -0.2563 0.2738 0.0613
H -0.0960 -0.0765 0.0955
H -0.0341 -0.0437 0.0236
H 0.1166 0.0775 0.0360
H -0.1005 0.0641 -0.1036
H -0.0152 -0.0113 0.0244
H -0.0074 -0.0594 0.0465
H 0.1551 0.0153 -0.0119
H 0.4748 -0.0708 -0.0515
H -0.0310 -0.0194 0.0338
H 0.0087 -0.0542 0.1603
C 0.0026 -0.3253 0.1113
O 0.0559 0.5053 -0.1069
C -0.3794 -0.3180 0.4273
C 0.4332 0.5099 -0.3513
O -0.5032 -0.2969 -0.1658
C 0.2893 0.1905 -0.0239
H 0.0796 -0.1031 0.0353
H 0.0442 -0.0322 0.0035
H 0.0219 0.1396 -0.0544
H -0.1114 -0.0108 0.1135
H 0.0191 0.0181 0.0407
H -0.1019 -0.1100 0.0085
H 0.0360 0.0669 -0.0954
H -0.0923 -0.0732 0.0219
H 0.0304 -0.0321 0.0266
H 0.1514 -0.0645 0.0140
C 0.1552 0.2917 0.0073
O -0.1107 -0.4891 -0.0804
C 0.4072 0.3676 -0.3135
C -0.4759 -0.3310 0.3752
O -0.0659 0.3858 -0.3044
C -0.0120 -0.2482 0.2055
H 0.1071 0.0560 0.0621
H 0.0403 -0.0012 0.0334
H -0.0684 -0.1007 0.0177
H 0.0194 0.0152 -0.1746
H -0.0423 0.0236 0.0187
H -0.0059 0.0459 0.0255
H -0.1273 -0.0274 0.0690
H -0.0045 0.1139 -0.0949
H 0.0648 -0.0140 0.0150
H 0.1180 0.0050 0.1284


This record from OMol25 describes an isolated molecule of C4H10O2. The level of theory is ωB97M-V/def2-TZVPD.

Summary:
**SMILES**: COC[C@@H](C)O
**Gap between HOMO and LUMO**: 10.9 eV
**Calculated total energy**: -8404.4137 eV
**2S+1**: 1
**Total charge**: 0
**Energy above the lowest of the compared OMol25 structures with the same formula, charge and spin**: 109.36 kJ/mol
**HOMO**: -9.922 eV
**Strongest force on any atom**: 0.33 eV/A

Last column: natural (NBO) charge in e.
Positions of all 16 atoms, in Å:
C 2.213 -0.836 -0.495  -0.250
O 1.527 0.239 0.114  -0.561
C 0.312 0.621 -0.522  -0.085
C -0.827 0.470 0.507  0.074
C -2.211 0.371 -0.117  -0.623
O -0.596 -0.718 1.232  -0.722
H 1.522 -1.624 -0.829  0.175
H 2.810 -0.499 -1.353  0.172
H 2.883 -1.264 0.258  0.192
H 0.120 -0.032 -1.384  0.170
H 0.410 1.654 -0.884  0.184
H -0.804 1.336 1.192  0.153
H -2.940 0.124 0.661  0.226
H -2.248 -0.429 -0.865  0.208
H -2.523 1.308 -0.590  0.210
H 0.359 -0.693 1.408  0.478

Cartesian forces, eV/Å:
C 0.1462 -0.1783 -0.1003
O -0.0186 0.1001 -0.0078
C -0.1447 -0.0139 -0.0837
C -0.1066 0.2328 -0.2060
C -0.0021 0.0095 -0.0390
O 0.1674 -0.0659 0.1386
H 0.0780 0.1602 0.0856
H -0.1040 -0.0337 0.1019
H -0.0592 0.1103 -0.1413
H -0.0045 0.0594 0.1220
H -0.1113 -0.1609 0.0815
H 0.0484 -0.1426 -0.1001
H 0.1317 0.0904 -0.0891
H 0.0821 0.1029 0.0941
H 0.1267 -0.1007 0.0550
H -0.2294 -0.1697 0.0886